Record 1
37
Properties=species:S:1:pos:R:3:forces:R:3 method="wB97M-V/def2-TZVPD" gap_ev="7.475 / 7.364" de_lowest_kj_mol=0.0 homo_ev="-7.4 / -7.4" spin_multiplicity=6
Mn 0.142 -0.137 -0.120 -0.7 -0.4 0.0
Cl 4.643 -0.619 5.763 -0.1 0.0 -0.1
C 3.383 -0.460 4.564 -0.1 0.0 0.2
C 2.044 -0.309 4.989 0.2 0.0 0.2
C 1.029 -0.176 4.093 -0.1 0.0 -0.3
C 1.277 -0.177 2.683 -0.1 0.0 0.3
O 0.308 -0.033 1.861 0.1 0.1 0.4
C 2.632 -0.344 2.283 0.3 -0.1 -0.3
C 3.017 -0.402 0.907 0.0 0.1 0.3
O 2.285 -0.283 -0.084 0.1 -0.1 -0.2
C 3.668 -0.484 3.239 0.0 0.0 0.0
H 1.834 -0.305 6.052 0.0 0.0 0.0
H 0.004 -0.066 4.419 0.0 0.0 0.0
H 4.093 -0.569 0.729 0.0 0.0 0.0
H 4.692 -0.609 2.906 0.0 0.0 0.0
S -1.826 -1.917 -0.380 0.3 0.3 0.1
C -2.652 -0.397 -0.289 -0.2 0.0 0.0
C -4.058 -0.277 -0.301 0.1 -0.1 0.0
C -4.639 0.956 -0.151 -0.1 0.1 0.0
C -3.840 2.094 0.012 0.0 -0.1 0.0
C -2.480 1.916 -0.013 0.0 0.0 0.0
N -1.902 0.719 -0.177 0.3 0.0 0.0
H -4.652 -1.173 -0.416 0.0 0.0 0.0
H -5.718 1.047 -0.151 0.0 0.0 0.0
H -4.267 3.077 0.151 0.0 0.0 0.0
H -1.804 2.756 0.100 0.0 0.0 0.0
I 0.534 2.624 -2.190 0.0 0.2 0.1
C 0.318 0.777 -3.119 0.0 0.0 -0.4
C 0.182 0.724 -4.501 0.0 0.0 0.2
C 0.133 -0.528 -5.086 -0.1 0.0 -0.2
C 0.224 -1.659 -4.292 0.0 0.0 0.2
C 0.327 -1.494 -2.923 0.0 -0.1 -0.1
N 0.367 -0.290 -2.343 0.1 0.0 -0.2
H 0.124 1.631 -5.083 0.0 0.0 0.0
H 0.022 -0.616 -6.160 0.0 0.0 0.0
H 0.196 -2.653 -4.713 0.0 0.0 0.0
H 0.359 -2.344 -2.257 0.0 0.0 0.0

=====

Record 2
8
Properties=species:S:1:pos:R:3:forces:R:3 method="wB97M-V/def2-TZVPD" gap_ev=9.739 de_lowest_kj_mol=391.9 homo_ev=-8.8 spin_multiplicity=1
O 0.498 0.326 -1.406 -0.1 0.5 -0.2
C 0.846 0.081 -0.024 0.0 -0.4 0.2
C -0.255 0.522 0.820 -0.2 0.3 0.4
N -1.332 0.600 0.065 0.4 -0.2 0.2
C -0.510 -0.285 -0.723 0.2 -0.6 -0.5
H 1.799 -0.378 0.217 -0.5 -0.2 -0.2
H -0.233 0.453 1.906 0.0 0.5 0.1
H -0.811 -1.318 -0.856 0.2 0.1 -0.2

=====

Record 3
42
Properties=species:S:1:pos:R:3:forces:R:3 method="wB97M-V/def2-TZVPD" gap_ev=5.285 de_lowest_kj_mol=361.5 homo_ev=-1.5 charge=-2 spin_multiplicity=1
Zn 0.056 -0.146 -0.408 0.2 0.1 -0.1
O -0.313 4.633 1.053 0.0 -0.1 0.0
C 0.879 4.626 0.441 0.0 0.0 0.0
C 1.602 5.822 0.533 0.0 0.0 0.0
C 2.845 5.964 -0.052 0.0 0.0 0.0
C 3.410 4.902 -0.748 0.0 0.0 0.0
C 2.701 3.714 -0.837 0.0 0.0 0.0
C 1.450 3.546 -0.254 0.0 -0.1 0.0
C 0.804 2.190 -0.472 -0.2 0.0 0.2
O 1.603 1.206 -0.832 -0.1 -0.1 0.0
N -1.154 2.064 1.168 0.0 0.0 0.0
N -1.878 1.055 1.000 0.0 0.0 0.0
C -3.183 1.062 1.260 0.0 0.0 0.1
S -4.147 -0.137 0.412 0.0 0.0 0.0
C -4.435 1.019 -0.976 0.0 0.0 0.0
C -4.716 2.428 -0.426 0.0 0.0 0.0
S -4.110 2.569 1.312 0.0 0.0 -0.1
H -0.795 3.767 1.008 0.0 0.0 0.0
H 1.140 6.636 1.078 0.0 0.0 0.0
H 3.372 6.909 0.035 0.0 0.0 0.0
H 4.380 5.000 -1.220 0.0 0.0 0.0
H 3.097 2.862 -1.373 0.0 0.0 0.0
H -5.269 0.652 -1.578 0.0 0.0 0.0
H -3.524 1.035 -1.573 0.0 0.0 0.0
H -5.785 2.649 -0.425 0.0 0.0 0.0
H -4.183 3.159 -1.033 0.0 0.0 0.0
O -1.029 0.879 -1.795 0.1 0.0 0.1
S -0.531 2.302 -1.809 0.1 0.1 -0.1
O -1.590 3.239 -1.479 0.0 0.0 0.0
O 0.186 1.649 0.791 0.1 0.0 -0.1
O 0.198 2.608 -3.024 0.0 0.0 0.0
Br 0.120 -6.782 0.554 0.0 0.0 0.0
C 0.115 -4.883 0.285 0.0 0.0 0.0
C 1.290 -4.249 -0.068 0.0 0.0 0.0
C 1.267 -2.870 -0.262 0.0 0.0 0.0
C 0.107 -2.104 -0.115 -0.1 0.0 0.0
C -1.053 -2.803 0.246 0.0 0.0 0.0
C -1.064 -4.180 0.447 0.0 0.0 0.0
H 2.205 -4.816 -0.190 0.0 0.0 0.0
H 2.198 -2.386 -0.539 0.0 0.0 0.0
H -1.983 -2.259 0.374 0.0 0.0 0.0
H -1.975 -4.694 0.725 0.0 0.0 0.0